This record from the Open Molecules 2025 dataset describes a structure of composition C18H34B3Br2INO3 in a non-equilibrium geometry. The level of theory is ωB97M-V with the def2-TZVPD basis set.

Output
Total charge: +1
Highest occupied orbital energy in eV: -10.917
Largest force on an atom in eV/A: 2.4
Total energy in a.u.: -6506.97782

Each line ends with the Mulliken charge.
Atoms and positions in Å:
1 C 0.270 0.901 3.231  -0.191
2 C 1.077 1.101 2.329  -0.346
3 C 2.352 1.327 1.488  -0.457
4 B 2.620 0.155 0.426  1.022
5 O 3.056 0.522 -0.890  -0.206
6 B 4.458 0.239 -0.847  -0.243
7 C 5.555 1.114 -1.627  -0.623
8 I 5.647 0.552 -3.728  0.071
9 C 6.974 1.075 -0.932  -0.406
10 C 7.678 -0.358 -1.026  -0.749
11 O 4.799 -0.869 -0.007  0.068
12 B 3.703 -1.767 0.102  0.026
13 C 3.827 -3.272 -0.434  -0.379
14 Br 3.482 -3.183 -2.391  -0.101
15 C 2.920 -4.322 0.346  0.121
16 C 3.679 -5.725 0.294  -1.157
17 Br 1.187 -4.594 -0.606  -0.176
18 O 2.514 -1.227 0.673  -0.729
19 H -0.394 1.052 4.102  0.395
20 H 3.267 1.390 2.147  0.363
21 H 2.305 2.293 0.922  0.307
22 H 5.152 2.167 -1.619  0.405
23 H 6.951 1.469 0.116  0.295
24 H 7.651 1.770 -1.506  0.352
25 H 7.040 -1.064 -1.628  0.185
26 H 7.669 -0.772 0.017  0.177
27 H 8.695 -0.311 -1.478  0.339
28 H 4.911 -3.556 -0.350  0.309
29 H 2.765 -4.069 1.421  0.437
30 H 3.394 -6.345 1.187  0.328
31 H 4.795 -5.592 0.279  0.322
32 H 3.407 -6.265 -0.652  0.335
33 C -7.373 2.179 -0.429  -1.199
34 C -6.947 1.616 0.924  -0.491
35 C -5.471 1.718 1.305  -0.598
36 N -4.459 1.026 0.383  0.305
37 C -3.180 0.824 1.209  -0.846
38 C -2.006 0.345 0.370  -0.102
39 C -1.734 1.292 -0.786  -0.555
40 C -2.983 1.447 -1.635  -0.933
41 C -4.153 1.936 -0.800  -0.472
42 C -4.981 -0.319 -0.037  -1.075
43 H -7.030 1.562 -1.259  0.293
44 H -8.462 2.192 -0.495  0.419
45 H -7.014 3.200 -0.567  0.310
46 H -7.285 0.580 1.007  0.322
47 H -7.503 2.163 1.691  0.421
48 H -5.346 1.257 2.287  0.357
49 H -5.161 2.762 1.389  0.412
50 H -2.950 1.788 1.669  0.380
51 H -3.414 0.104 1.995  0.392
52 H -1.123 0.289 1.009  -0.079
53 H -2.186 -0.663 -0.012  0.317
54 H -0.909 0.919 -1.396  0.373
55 H -1.428 2.270 -0.398  0.305
56 H -3.230 0.501 -2.126  0.318
57 H -2.795 2.168 -2.435  0.435
58 H -5.040 2.005 -1.421  0.308
59 H -3.930 2.923 -0.390  0.408
60 H -5.858 -0.186 -0.667  0.366
61 H -5.235 -0.882 0.860  0.368
62 H -4.220 -0.846 -0.606  0.446

This record from the Open Molecules 2025 dataset describes a structure of composition C18H34F3O16Rb in a non-equilibrium geometry. The level of theory is ωB97M-V with the def2-TZVPD basis set.

Output
Total charge: -2
Highest occupied orbital energy in eV: 1.189
Largest force on an atom in eV/A: 1.9
Total energy in a.u.: -2233.69917

Each line ends with the Mulliken charge.
Atoms and positions in Å:
1 Rb -0.989 0.362 0.552  0.920
2 C -2.119 -3.566 0.954  -0.291
3 O -3.474 -3.800 1.409  -0.315
4 O -2.049 -2.347 0.602  -0.340
5 C -1.064 -3.997 2.015  0.892
6 F -1.153 -3.240 3.141  -0.341
7 F -1.187 -5.291 2.384  -0.307
8 F 0.209 -3.818 1.602  -0.277
9 C -3.946 -5.083 1.735  -0.132
10 C -5.376 -4.908 2.187  -1.306
11 H -5.827 -5.858 2.486  0.382
12 H -5.488 -4.129 2.940  0.305
13 H -5.997 -4.532 1.367  0.305
14 H -3.334 -5.560 2.507  0.245
15 H -3.882 -5.810 0.907  0.230
16 H -1.913 -4.356 0.176  -0.056
17 O -2.843 1.688 -1.233  -0.542
18 C -3.318 2.271 -2.393  -0.161
19 C -4.219 3.523 -2.342  -0.356
20 O -5.508 3.340 -1.968  -0.977
21 H -3.867 1.548 -3.032  0.105
22 H -2.390 2.528 -2.981  -0.004
23 H -4.208 3.985 -3.373  0.244
24 H -3.716 4.339 -1.747  -0.067
25 C 2.343 -2.062 3.093  -0.352
26 O 2.541 -0.800 3.744  -0.423
27 C 1.718 0.184 3.432  0.707
28 O 0.893 0.164 2.554  -0.371
29 O 2.002 1.222 4.222  -0.389
30 C 1.228 2.404 4.035  -0.352
31 H 2.911 -2.744 3.716  0.273
32 H 2.644 -2.032 2.046  0.148
33 H 1.285 -2.301 3.096  0.140
34 H 0.550 2.592 4.866  0.307
35 H 0.616 2.390 3.136  0.095
36 H 1.946 3.212 3.910  0.167
37 C 3.893 5.555 1.861  -0.805
38 O 2.743 4.769 1.995  -0.213
39 C 1.674 5.071 1.235  0.598
40 O 1.486 6.134 0.727  -0.562
41 O 0.870 4.026 1.239  -0.024
42 C -0.399 4.131 0.606  -0.721
43 H 4.716 5.007 2.319  0.250
44 H 3.854 6.514 2.389  0.306
45 H 4.186 5.815 0.842  0.319
46 H -0.716 3.170 0.210  0.106
47 H -0.475 4.865 -0.192  0.391
48 H -1.216 4.373 1.292  0.305
49 C 1.234 -3.203 -5.419  -0.819
50 O 1.464 -2.094 -4.584  -0.306
51 C 0.363 -1.347 -4.328  0.862
52 O -0.734 -1.549 -4.764  -0.574
53 O 0.734 -0.343 -3.571  -0.240
54 C -0.231 0.713 -3.338  -0.861
55 H 0.207 -3.563 -5.449  0.359
56 H 1.820 -4.058 -5.079  0.260
57 H 1.505 -3.001 -6.458  0.279
58 H -0.788 0.686 -2.399  0.131
59 H -0.896 0.798 -4.189  0.571
60 H 0.394 1.601 -3.245  0.278
61 C 4.011 1.510 -1.026  -0.613
62 O 3.864 0.112 -0.904  -0.415
63 C 2.584 -0.296 -0.845  0.784
64 O 1.623 0.416 -0.807  -0.252
65 O 2.610 -1.606 -0.808  -0.422
66 C 1.326 -2.268 -0.900  0.348
67 H 3.879 1.788 -2.080  0.298
68 H 5.025 1.893 -0.886  0.283
69 H 3.345 2.076 -0.381  0.137
70 H 0.780 -2.171 0.037  -0.132
71 H 1.473 -3.305 -1.175  0.319
72 H 0.774 -1.739 -1.675  -0.329

This record from the Open Molecules 2025 dataset describes a structure of composition C18H34IrN6O2S3 in a non-equilibrium geometry. The level of theory is ωB97M-V with the def2-TZVPD basis set.

Output
Energy above the lowest of the compared OMol25 structures with the same formula, charge and spin in kJ/mol: 0.0
Total charge: +3
Highest occupied orbital energy (spin up / spin down) in eV: -16.602 / -17.063
Largest force on an atom in eV/A: 1.2
Spin multiplicity: 5
Total energy in a.u.: -2483.20478

Each line ends with the Mulliken charge.
Atoms and positions in Å:
1 Ir -0.221 -0.013 0.103  2.333
2 C 1.073 -3.844 2.354  -1.772
3 C 0.807 -2.704 1.431  0.739
4 N -0.173 -1.885 1.514  -0.076
5 N -1.096 -1.951 2.503  -0.519
6 C -2.208 -1.198 2.439  0.681
7 N -3.090 -1.297 3.416  -0.383
8 S -2.508 -0.160 1.120  -0.400
9 C 1.692 -2.471 0.272  0.541
10 C 2.848 -3.201 0.051  -0.714
11 C 3.582 -2.979 -1.108  -0.610
12 C 3.119 -2.061 -2.036  -1.164
13 C 1.962 -1.356 -1.739  -0.058
14 N 1.289 -1.532 -0.607  -0.095
15 H 0.227 -4.090 2.991  0.468
16 H 1.933 -3.616 2.990  0.412
17 H 1.318 -4.738 1.782  0.442
18 H -0.939 -2.559 3.296  0.181
19 H -3.030 -1.980 4.159  0.221
20 H -3.940 -0.754 3.370  0.247
21 H 3.184 -3.942 0.763  0.457
22 H 4.494 -3.532 -1.292  0.471
23 H 3.638 -1.891 -2.969  0.510
24 H 1.554 -0.631 -2.432  0.598
25 C 1.185 2.250 5.091  -0.904
26 N 0.701 2.980 3.939  0.046
27 C 0.351 4.404 4.047  -0.602
28 C -0.112 4.771 2.625  -0.564
29 N 0.054 3.497 1.915  0.079
30 C 0.520 2.538 2.707  0.695
31 S 0.905 0.934 2.217  -0.580
32 H 1.990 2.808 5.568  0.336
33 H 1.559 1.276 4.791  0.286
34 H 0.386 2.123 5.824  0.335
35 H 1.224 4.975 4.362  0.357
36 H -0.428 4.543 4.797  0.355
37 H 0.511 5.544 2.179  0.334
38 H -1.148 5.101 2.594  0.323
39 H -0.129 3.378 0.935  0.072
40 C -1.035 -2.734 -4.708  -1.157
41 C -1.394 -1.321 -4.269  -0.466
42 S -1.991 -1.363 -2.536  0.243
43 O -1.392 -0.114 -1.871  -0.720
44 C -3.759 -0.989 -2.784  -0.602
45 C -4.032 0.412 -3.293  -1.056
46 H -0.655 -2.720 -5.729  0.414
47 H -1.907 -3.388 -4.693  0.330
48 H -0.266 -3.167 -4.066  0.303
49 H -2.166 -0.888 -4.901  0.365
50 H -0.534 -0.652 -4.252  0.326
51 H -4.224 -1.162 -1.814  0.424
52 H -4.093 -1.767 -3.475  0.464
53 H -3.651 1.163 -2.602  0.223
54 H -5.110 0.549 -3.373  0.407
55 H -3.605 0.592 -4.279  0.319
56 C 2.367 2.278 -2.663  -1.196
57 C 1.890 2.428 -1.236  -0.198
58 O 0.549 1.885 -1.026  -0.353
59 H 3.327 2.782 -2.772  0.408
60 H 1.670 2.747 -3.361  0.397
61 H 2.505 1.235 -2.945  0.216
62 H 1.863 3.485 -0.967  0.326
63 H 2.542 1.914 -0.531  0.312
64 H 0.015 2.056 -1.818  0.192

This record from the Open Molecules 2025 dataset describes the molecule C18H34O2. The level of theory is ωB97M-V with the def2-TZVPD basis set.

Output
Energy above the lowest of the compared OMol25 structures with the same formula, charge and spin in kJ/mol: 14.8
Highest occupied orbital energy in eV: -9.046
Largest force on an atom in eV/A: 0.7
Total energy in a.u.: -856.75556

Each line ends with the Mulliken charge.
Atoms and positions in Å:
1 C -6.740 -0.246 -0.045  -1.371
2 C -5.272 -0.011 0.288  -0.151
3 C -4.386 -0.144 -0.949  -0.856
4 C -2.917 0.189 -0.684  -0.477
5 C -2.212 -0.829 0.209  -0.745
6 C -0.741 -0.465 0.396  -0.211
7 C -0.003 -1.388 1.366  -0.513
8 C 0.133 -2.836 0.869  -1.102
9 C 0.692 -2.917 -0.521  -0.302
10 C 1.970 -2.961 -0.868  -0.318
11 C 3.167 -2.938 0.030  -0.576
12 C 4.082 -1.753 -0.303  -1.076
13 C 3.425 -0.425 0.061  0.414
14 C 4.220 0.781 -0.430  -0.982
15 C 3.701 2.103 0.139  -0.871
16 C 2.244 2.379 -0.224  0.228
17 C 1.799 3.764 0.247  -0.663
18 C 0.307 3.936 0.130  0.434
19 O -0.519 3.099 0.375  -0.553
20 O -0.023 5.170 -0.275  -0.475
21 H -7.357 -0.154 0.847  0.383
22 H -6.883 -1.243 -0.458  0.330
23 H -7.087 0.479 -0.778  0.336
24 H -4.960 -0.733 1.045  0.238
25 H -5.150 0.988 0.711  0.271
26 H -4.462 -1.162 -1.339  0.324
27 H -4.764 0.532 -1.720  0.381
28 H -2.841 1.178 -0.227  0.210
29 H -2.391 0.232 -1.642  0.390
30 H -2.695 -0.860 1.187  0.267
31 H -2.300 -1.820 -0.242  0.286
32 H -0.237 -0.485 -0.573  0.314
33 H -0.687 0.559 0.772  0.215
34 H -0.525 -1.395 2.326  0.482
35 H 0.996 -0.985 1.536  0.025
36 H 0.771 -3.382 1.567  0.440
37 H -0.849 -3.312 0.880  0.375
38 H -0.050 -2.929 -1.309  0.390
39 H 2.218 -3.014 -1.922  0.348
40 H 2.870 -2.882 1.077  0.304
41 H 3.729 -3.867 -0.116  0.353
42 H 4.309 -1.765 -1.372  0.341
43 H 5.026 -1.857 0.238  0.441
44 H 3.321 -0.367 1.148  0.304
45 H 2.426 -0.405 -0.376  -0.168
46 H 5.267 0.665 -0.137  0.378
47 H 4.186 0.817 -1.521  0.327
48 H 4.324 2.917 -0.240  0.381
49 H 3.802 2.089 1.227  0.346
50 H 1.594 1.637 0.240  -0.220
51 H 2.116 2.307 -1.306  0.341
52 H 2.292 4.561 -0.310  0.339
53 H 2.050 3.882 1.305  0.327
54 H -0.988 5.265 -0.327  0.367

This record from the Open Molecules 2025 dataset describes a cluster of 7 separate species, C18H34O29S7 in total in a non-equilibrium geometry. The level of theory is ωB97M-V with the def2-TZVPD basis set.

Output
Highest occupied orbital energy in eV: -8.221
Largest force on an atom in eV/A: 10.7
Total energy in a.u.: -5675.09737

Each line ends with the Mulliken charge.
Atoms and positions in Å:
1 O 4.817 3.486 1.954  -0.568
2 C 4.136 3.690 0.801  0.502
3 O 4.208 5.054 0.204  -0.535
4 C 3.264 2.478 0.061  -0.296
5 C 1.651 2.895 0.213  0.871
6 C 1.292 3.709 -1.190  -0.533
7 C -0.310 4.020 -1.346  -0.496
8 S -1.138 3.380 0.225  0.965
9 O -0.964 4.302 1.456  -0.371
10 O -2.683 3.368 -0.096  -0.750
11 O -0.701 1.752 0.472  -0.306
12 C 0.754 1.545 0.449  -0.062
13 H 3.346 5.493 0.507  0.270
14 H 3.530 1.476 0.604  0.238
15 H 3.609 2.480 -1.069  0.284
16 H 1.607 3.627 1.126  -0.356
17 H 1.840 4.763 -1.080  0.168
18 H 1.723 3.195 -2.151  0.438
19 H -0.699 3.331 -2.234  0.263
20 H -0.582 5.135 -1.576  0.328
21 H 1.059 0.679 -0.310  -0.045
22 H 1.049 1.123 1.526  0.215
23 O 1.102 -0.807 -1.435  -0.569
24 S 2.068 -1.869 -1.609  0.945
25 O 2.872 -2.015 -2.800  -0.609
26 O 1.325 -3.288 -1.306  0.024
27 C 1.994 -3.958 -0.240  -0.076
28 C 2.608 -2.853 0.615  -0.351
29 O 3.060 -1.870 -0.314  -0.382
30 H 2.770 -4.598 -0.674  0.070
31 H 1.290 -4.574 0.325  0.404
32 H 3.437 -3.213 1.229  0.350
33 H 1.854 -2.387 1.259  0.215
34 O -0.132 -5.788 0.148  -0.642
35 S -1.163 -4.848 0.527  1.127
36 O -0.899 -3.665 1.313  -0.561
37 O -2.375 -5.679 1.232  -0.337
38 C -3.584 -5.464 0.507  -0.365
39 C -3.154 -5.186 -0.930  0.028
40 O -1.967 -4.403 -0.820  -0.204
41 H -4.092 -4.596 0.941  0.304
42 H -4.235 -6.339 0.582  0.339
43 H -3.918 -4.649 -1.498  -0.036
44 H -2.899 -6.114 -1.452  0.268
45 O -1.949 4.417 4.038  -0.658
46 S -0.983 3.355 3.865  1.034
47 O -0.179 3.208 2.674  -0.211
48 O -1.727 1.936 4.167  -0.361
49 C -1.057 1.266 5.234  -0.330
50 C -0.443 2.371 6.089  -0.394
51 O 0.009 3.354 5.160  -0.300
52 H -0.281 0.626 4.800  0.254
53 H -1.761 0.649 5.799  0.323
54 H 0.386 2.011 6.703  0.320
55 H -1.197 2.836 6.732  0.299
56 O -7.532 -2.003 -3.143  -0.552
57 S -6.231 -2.583 -2.895  1.069
58 O -6.035 -3.753 -2.072  -0.534
59 O -5.242 -1.401 -2.361  -0.251
60 C -4.121 -1.288 -3.237  -0.135
61 C -4.623 -1.745 -4.603  -0.339
62 O -5.503 -2.835 -4.332  -0.313
63 H -3.331 -1.948 -2.866  0.084
64 H -3.754 -0.258 -3.255  0.330
65 H -3.810 -2.061 -5.262  0.321
66 H -5.204 -0.957 -5.094  0.306
67 O -0.029 -6.550 -3.590  -0.522
68 S 1.272 -7.130 -3.342  1.122
69 O 1.468 -8.300 -2.519  -0.566
70 O 2.261 -5.948 -2.808  -0.258
71 C 3.382 -5.835 -3.684  -0.295
72 C 2.880 -6.292 -5.050  -0.403
73 O 2.000 -7.382 -4.779  -0.322
74 H 4.172 -6.495 -3.313  0.280
75 H 3.749 -4.805 -3.702  0.295
76 H 3.693 -6.608 -5.709  0.330
77 H 2.299 -5.504 -5.541  0.292
78 O 2.570 5.580 2.854  -0.548
79 S 1.636 6.465 2.196  1.078
80 O 1.323 6.374 0.788  -0.544
81 O 2.066 8.001 2.533  -0.349
82 C 0.984 8.667 3.181  -0.436
83 C 0.211 7.573 3.912  -0.395
84 O 0.238 6.448 3.037  -0.154
85 H 0.365 9.140 2.411  0.288
86 H 1.361 9.433 3.864  0.323
87 H -0.819 7.866 4.131  0.343
88 H 0.714 7.290 4.842  0.315

This record from the Open Molecules 2025 dataset describes a structure of composition C18H35As2NS2Ti in a non-equilibrium geometry. The level of theory is ωB97M-V with the def2-TZVPD basis set.

Output
Total charge: +2
Highest occupied orbital energy (spin up / spin down) in eV: -14.030 / -14.568
Largest force on an atom in eV/A: 3.2
Spin multiplicity: 3
Total energy in a.u.: -6878.41039

Each line ends with the Mulliken charge.
Atoms and positions in Å:
1 Ti -1.016 0.030 -0.615  0.002
2 S -1.216 -2.623 -1.127  0.144
3 S -1.282 2.526 -1.261  -0.030
4 C 0.189 -3.823 -1.244  -1.238
5 C -1.462 -2.511 -2.956  -0.747
6 C -0.663 -1.356 -3.499  -0.835
7 N -1.098 -0.100 -2.812  -0.055
8 C -0.686 1.108 -3.591  -0.883
9 C -1.454 2.314 -3.094  -0.699
10 H -2.540 -2.403 -3.137  0.409
11 H -1.123 -3.458 -3.372  0.546
12 H -0.872 -1.246 -4.574  0.468
13 H 0.421 -1.481 -3.393  0.352
14 H -0.930 0.916 -4.649  0.444
15 H 0.402 1.230 -3.538  0.388
16 H -2.528 2.225 -3.304  0.444
17 H -1.080 3.233 -3.551  0.497
18 C 0.459 3.149 -1.283  -0.921
19 H -2.131 -0.116 -2.891  0.291
20 H 1.043 2.684 -2.080  0.356
21 H 0.944 2.974 -0.321  0.205
22 H 0.419 4.231 -1.459  0.417
23 H 0.743 -3.893 -0.309  0.482
24 H 0.876 -3.567 -2.060  0.386
25 H -0.245 -4.809 -1.454  0.410
26 C -3.170 -0.336 -0.834  -0.801
27 C -2.744 -0.318 0.545  -0.539
28 H -3.540 -1.275 -1.258  0.478
29 H -3.679 0.569 -1.198  0.426
30 H -2.707 -1.259 1.107  0.204
31 H -3.023 0.555 1.157  0.437
32 C -1.155 0.828 3.424  -1.099
33 As -0.359 1.516 1.756  0.178
34 C -0.732 3.446 1.905  -1.151
35 C 1.523 1.128 2.414  0.318
36 C 2.308 1.811 3.361  -0.474
37 C 3.393 1.141 3.961  -0.546
38 C 3.709 -0.171 3.609  -0.854
39 C 2.979 -0.818 2.595  -0.848
40 C 1.916 -0.140 1.991  0.100
41 As 0.849 -1.045 0.586  1.344
42 C 2.380 -1.315 -0.621  -1.125
43 C 0.406 -2.542 1.794  -1.331
44 H -2.242 0.890 3.336  0.462
45 H -0.777 1.461 4.229  0.448
46 H -0.830 -0.210 3.573  0.285
47 H -0.428 3.759 2.910  0.463
48 H -0.194 3.997 1.130  0.420
49 H -1.810 3.575 1.771  0.394
50 H 2.094 2.849 3.625  0.447
51 H 3.991 1.649 4.716  0.415
52 H 4.521 -0.710 4.113  0.407
53 H 3.225 -1.841 2.302  0.317
54 H 3.148 -1.917 -0.119  0.421
55 H 2.035 -1.804 -1.535  0.309
56 H 2.784 -0.318 -0.851  0.368
57 H 1.334 -2.901 2.257  0.478
58 H -0.266 -2.149 2.570  0.199
59 H -0.108 -3.339 1.250  0.615